Entry 1:
This record from OMol25 describes a 7-piece molecular cluster, C21H42F3NO16 overall. The level of theory is ωB97M-V/def2-TZVPD.

* energy above the lowest of the compared OMol25 structures with the same formula, charge and spin: 104.8 kcal/mol
* calculated total energy: -2382.9456 Ha
* orbital gap: 0.280 Eh
* LUMO level: 0.0117 Ha
* HOMO: -7.30 eV

```
! wB97M-V def2-TZVPD RIJCOSX def2/J DEFGRID3
* xyz 0 1
N 0.300 0.025 -0.341
H 0.120 0.790 -0.867
H 1.092 0.044 0.276
H 0.381 -0.566 -1.002
H -0.629 -0.038 0.215
O -1.428 -2.306 -0.729
H -1.013 -3.212 -0.510
C -2.253 -2.569 2.134
C -3.569 -1.838 1.720
O -4.084 -1.213 2.888
C -3.452 -1.644 3.845
O -3.895 -1.426 4.990
O -2.386 -2.393 3.570
F -4.477 -2.810 1.372
H -1.421 -1.842 1.867
H -2.271 -3.696 1.735
H -3.481 -1.072 0.784
C -0.590 -2.253 -4.101
C -0.809 -3.738 -3.699
O 0.210 -4.327 -4.427
C 1.011 -3.370 -4.985
O 1.938 -3.565 -5.781
O 0.632 -2.197 -4.671
F -2.111 -4.054 -3.900
H -0.762 -1.491 -3.268
H -1.297 -1.897 -5.001
H -0.737 -3.642 -2.525
C -1.139 -0.142 6.113
C 0.246 -0.297 6.420
O 0.945 -0.307 5.280
C 0.114 0.025 4.251
O 0.474 0.145 3.061
O -1.067 0.161 4.652
F 0.383 -1.476 7.058
H -1.396 0.716 6.727
H -1.682 -1.059 6.121
H 0.687 0.551 7.018
C -2.584 1.767 1.958
O -2.245 1.371 0.559
C -3.374 1.818 -0.419
C -2.895 1.354 -1.817
O -1.819 1.798 -2.046
C -1.482 1.810 -3.463
C 0.043 2.129 -3.708
O 0.965 1.142 -3.032
C 2.413 1.507 -3.091
H -1.832 1.339 2.807
H -3.592 1.690 2.240
H -2.245 2.842 2.101
H -3.573 2.770 -0.430
H -4.295 1.332 -0.029
H -3.638 1.652 -2.634
H -2.843 0.296 -1.902
H -1.903 2.502 -4.240
H -1.511 0.690 -4.028
H 0.503 3.049 -3.178
H 0.254 2.313 -4.713
H 2.600 2.614 -2.913
H 2.768 1.276 -3.978
H 3.075 0.850 -2.600
C 2.635 -2.842 -0.920
O 2.785 -1.751 -0.066
C 4.165 -1.178 -0.111
C 4.115 0.064 0.789
O 3.461 0.946 0.354
C 3.657 2.289 0.850
C 2.637 3.152 0.197
O 1.461 2.776 0.602
C 0.292 3.480 0.128
H 3.317 -3.626 -0.760
H 2.730 -2.561 -2.074
H 1.716 -3.212 -0.787
H 4.435 -1.004 -1.228
H 5.056 -1.730 0.255
H 4.950 0.282 1.040
H 3.626 -0.302 1.796
H 4.652 2.500 0.400
H 3.782 2.368 1.745
H 2.813 3.123 -0.936
H 2.653 4.145 0.624
H 0.302 4.414 0.786
H -0.684 3.155 0.449
H 0.069 3.584 -0.864
*
```


Entry 2:
This record from OMol25 describes a 2-piece molecular cluster, C21H42N3O4S2 overall. The level of theory is ωB97M-V/def2-TZVPD.

* calculated total energy: -2086.7261 Ha
* orbital gap: 0.061 Eh
* LUMO level: 0.0209 Ha
* HOMO: -1.09 eV

```
! wB97M-V def2-TZVPD RIJCOSX def2/J DEFGRID3
* xyz -1 1
C -4.473 -0.100 0.865
C -4.316 0.996 -0.182
O -3.595 0.492 -1.354
C -2.579 1.355 -1.697
C -1.858 0.866 -2.947
C -0.335 0.894 -2.845
C 0.221 0.098 -1.627
C 0.379 -1.382 -2.013
C 1.677 -1.825 -2.668
O 1.690 -2.811 -3.381
N 2.864 -1.060 -2.407
C 3.048 -0.133 -3.542
C 4.014 -1.966 -2.248
C -0.795 0.172 -0.468
C -0.228 0.028 0.949
C 0.837 1.051 1.325
C 1.271 1.035 2.809
S 1.028 -0.517 3.722
C 2.677 -1.224 3.974
S 3.506 -0.806 5.300
N 3.190 -2.194 3.090
C 2.858 -3.586 3.468
C 1.509 -3.801 4.141
C 2.973 -1.892 1.680
C 3.720 -0.631 1.270
N -1.570 1.438 -0.575
H -4.449 0.321 1.868
H -5.416 -0.630 0.729
H -3.683 -0.852 0.750
H -5.280 1.376 -0.501
H -3.803 1.850 0.252
H -2.984 2.365 -1.831
H -2.194 1.472 -3.785
H -2.187 -0.159 -3.140
H 0.038 1.919 -2.785
H 0.067 0.426 -3.742
H 1.195 0.502 -1.355
H 0.249 -2.043 -1.150
H -0.401 -1.635 -2.734
H 3.638 -0.599 -4.332
H 3.483 0.808 -3.210
H 2.082 0.103 -3.986
H 3.677 -2.961 -1.960
H 4.664 -1.606 -1.450
H 4.616 -2.041 -3.155
H -1.483 -0.666 -0.590
H 0.118 -0.999 1.041
H -1.064 0.128 1.651
H 1.725 0.986 0.699
H 0.398 2.040 1.160
H 2.298 1.370 2.926
H 0.656 1.760 3.343
H 2.853 -4.166 2.545
H 3.652 -4.004 4.089
H 0.720 -3.333 3.549
H 1.269 -4.861 4.212
H 1.459 -3.348 5.132
H 3.421 -2.711 1.113
H 1.915 -1.859 1.398
H 3.544 -0.428 0.215
H 3.429 0.234 1.858
H 4.790 -0.774 1.435
H -2.041 1.630 0.312
H -0.950 2.232 -0.731
O -5.637 3.267 0.727
C -5.237 4.370 0.036
C -4.223 4.076 -1.170
O -3.756 5.100 -1.870
H -4.665 5.128 0.632
H -6.065 4.961 -0.429
H -4.758 3.283 -1.787
H -3.397 3.470 -0.615
*
```


Entry 3:
This record from OMol25 describes C21H42NO24Tl as an isolated structure. The level of theory is ωB97M-V/def2-TZVPD.

* calculated total energy: -2857.8561 Ha
* orbital gap (alpha / beta): 0.305 / 0.160 Eh
* LUMO level (alpha / beta): -0.1494 / -0.2949 Ha
* HOMO (alpha / beta): -12.37 / -12.37 eV

```
! wB97M-V def2-TZVPD RIJCOSX def2/J DEFGRID3
* xyz 1 2
Tl 2.840 1.554 3.464
N 0.315 -0.351 0.846
O 1.043 0.373 1.509
O -0.136 -1.453 1.275
O 0.154 -0.034 -0.335
C 0.489 3.315 -0.896
O 0.419 4.473 -0.220
C 0.856 4.570 1.002
O 1.425 3.657 1.689
O 0.399 5.745 1.476
C 0.493 6.156 2.874
H 0.493 2.394 -0.312
H 1.444 3.319 -1.422
H -0.262 3.116 -1.660
H 1.557 6.153 3.111
H 0.117 5.317 3.460
H 0.030 7.090 3.193
C 1.138 4.321 -6.904
O 1.188 3.633 -5.654
C 0.405 2.576 -5.443
O -0.275 2.072 -6.351
O 0.503 2.206 -4.217
C -0.373 1.189 -3.758
H 0.165 4.539 -7.343
H 1.604 3.747 -7.704
H 1.683 5.254 -6.755
H -1.413 1.442 -3.548
H 0.000 1.069 -2.741
H -0.390 0.191 -4.194
C 4.266 5.044 0.084
O 4.479 3.883 -0.734
C 4.075 2.669 -0.351
O 3.703 2.379 0.769
O 4.165 1.848 -1.488
C 3.739 0.512 -1.337
H 4.035 5.860 -0.600
H 5.131 5.237 0.719
H 3.410 4.995 0.757
H 3.794 -0.119 -2.225
H 2.680 0.584 -1.090
H 4.220 0.040 -0.480
C -2.727 4.470 4.905
O -1.494 4.041 4.359
C -1.295 2.739 3.924
O -0.164 2.202 3.909
O -2.428 2.147 3.503
C -2.581 0.797 3.078
H -3.134 3.682 5.539
H -3.420 4.586 4.071
H -2.505 5.322 5.547
H -3.622 0.486 2.997
H -2.174 0.328 3.974
H -2.010 0.432 2.224
C -3.666 -7.270 -1.858
O -3.636 -6.267 -0.843
C -2.400 -5.855 -0.413
O -1.271 -6.253 -0.837
O -2.563 -4.933 0.563
C -1.472 -4.120 0.939
H -4.724 -7.443 -2.058
H -3.280 -8.259 -1.611
H -3.200 -6.802 -2.725
H -1.863 -3.328 1.577
H -1.157 -3.550 0.065
H -0.665 -4.733 1.339
C -3.757 -0.366 -0.152
O -4.018 -1.349 0.889
C -4.822 -2.378 0.652
O -5.542 -2.554 -0.325
O -4.773 -3.242 1.678
C -5.677 -4.336 1.764
H -4.055 0.532 0.390
H -4.348 -0.408 -1.066
H -2.739 -0.207 -0.509
H -5.587 -4.977 2.641
H -5.425 -4.940 0.892
H -6.674 -3.896 1.778
C 2.747 -2.856 -0.430
O 3.228 -4.219 -0.578
C 4.353 -4.467 0.061
O 5.151 -3.685 0.629
O 4.502 -5.842 0.016
C 5.639 -6.450 0.492
H 1.760 -2.969 0.017
H 2.594 -2.448 -1.430
H 3.452 -2.142 -0.004
H 5.704 -7.498 0.201
H 5.613 -6.406 1.580
H 6.515 -5.881 0.180
*
```


Entry 4:
This record from OMol25 describes a 7-piece molecular cluster, C21H42O21 overall. The level of theory is ωB97M-V/def2-TZVPD.

* energy above the lowest of the compared OMol25 structures with the same formula, charge and spin: 98.0 kcal/mol
* calculated total energy: -2405.3015 Ha
* orbital gap: 0.403 Eh
* LUMO level: 0.0113 Ha
* HOMO: -10.65 eV

```
! wB97M-V def2-TZVPD RIJCOSX def2/J DEFGRID3
* xyz 0 1
C 10.070 4.615 -0.627
O 9.825 3.782 -1.764
C 8.649 3.268 -1.956
O 7.641 3.405 -1.213
O 8.745 2.535 -3.068
C 7.641 1.751 -3.491
H 9.188 4.888 -0.049
H 10.638 5.520 -0.840
H 10.742 4.154 0.097
H 6.750 1.982 -2.907
H 7.801 0.706 -3.227
H 7.394 1.841 -4.548
C -5.801 0.460 1.418
O -7.044 0.206 0.886
C -7.313 -0.953 0.146
O -6.491 -1.752 -0.236
O -8.646 -1.053 0.050
C -9.333 -2.041 -0.732
H -5.553 -0.068 2.339
H -5.703 1.519 1.653
H -5.046 0.302 0.648
H -8.832 -3.002 -0.612
H -9.406 -1.794 -1.791
H -10.314 -2.166 -0.273
C -5.395 -6.656 -2.513
O -5.021 -7.587 -1.589
C -5.815 -7.855 -0.568
O -6.978 -7.517 -0.461
O -5.122 -8.650 0.311
C -5.744 -9.361 1.416
H -6.469 -6.468 -2.512
H -4.907 -6.884 -3.460
H -4.999 -5.682 -2.228
H -6.301 -8.664 2.043
H -5.145 -9.939 2.119
H -6.508 -9.994 0.964
C -0.026 -0.322 -2.393
O 0.180 1.013 -2.620
C 1.132 1.551 -3.381
O 1.774 0.951 -4.219
O 1.404 2.855 -3.024
C 2.270 3.653 -3.765
H -0.536 -0.785 -3.238
H -0.555 -0.494 -1.456
H 0.926 -0.852 -2.353
H 2.351 4.713 -3.524
H 2.099 3.720 -4.840
H 3.326 3.387 -3.730
C 2.573 -0.187 6.770
O 3.591 -0.529 5.871
C 3.230 -0.575 4.543
O 2.140 -0.377 3.973
O 4.314 -0.948 3.917
C 4.322 -1.007 2.461
H 1.777 0.412 6.329
H 3.084 0.386 7.544
H 2.090 -1.078 7.170
H 3.500 -1.565 2.012
H 5.269 -1.484 2.207
H 4.329 0.010 2.069
C -0.655 -9.573 6.121
O -0.430 -8.290 5.529
C -0.422 -8.155 4.224
O -0.398 -9.116 3.403
O -0.033 -6.854 4.008
C 0.350 -6.400 2.626
H 0.239 -10.172 5.947
H -1.520 -10.048 5.658
H -0.936 -9.533 7.173
H 1.283 -6.792 2.223
H 0.330 -5.310 2.605
H -0.388 -6.692 1.879
C 0.132 10.815 -1.947
O 0.021 11.340 -3.188
C 0.170 12.669 -3.381
O 0.555 13.479 -2.562
O -0.235 12.969 -4.618
C -0.123 14.301 -5.114
H 1.047 11.208 -1.504
H 0.075 9.730 -2.035
H -0.632 11.113 -1.229
H -0.498 14.383 -6.135
H 0.911 14.613 -4.972
H -0.606 15.023 -4.455
*
```


Entry 5:
This record from OMol25 describes a 7-piece molecular cluster, C21H42O7 overall. The level of theory is ωB97M-V/def2-TZVPD.

* calculated total energy: -1351.6241 Ha
* orbital gap (alpha / beta): 0.245 / 0.104 Eh
* LUMO level (alpha / beta): -0.1738 / -0.3154 Ha
* HOMO (alpha / beta): -11.41 / -11.41 eV

```
! wB97M-V def2-TZVPD RIJCOSX def2/J DEFGRID3
* xyz 1 2
C 4.545 1.456 1.943
C 3.753 0.219 2.325
O 3.890 -0.733 1.584
C 2.799 0.196 3.542
H 4.202 1.777 0.959
H 5.609 1.234 1.873
H 4.350 2.102 2.799
H 2.207 1.109 3.587
H 3.410 0.094 4.439
H 2.150 -0.680 3.515
C -4.350 -1.579 0.265
C -4.331 -0.969 1.651
O -3.295 -0.615 2.163
C -5.590 -0.955 2.490
H -3.466 -2.216 0.233
H -4.424 -0.813 -0.507
H -5.268 -2.164 0.201
H -5.857 -1.938 2.879
H -6.366 -0.568 1.829
H -5.463 -0.275 3.332
C 0.094 2.346 -4.128
C -0.523 1.965 -2.822
O -0.077 2.445 -1.774
C -1.549 0.920 -2.920
H -0.710 2.962 -4.529
H 0.341 1.412 -4.633
H 0.966 2.942 -3.862
H -2.464 1.456 -3.171
H -1.478 0.276 -2.044
H -1.371 0.373 -3.846
C 2.923 4.431 -1.132
C 2.696 4.416 0.315
O 3.653 4.296 1.117
C 1.281 4.617 0.727
H 2.252 3.660 -1.513
H 3.942 4.261 -1.477
H 2.607 5.414 -1.481
H 1.300 5.110 1.699
H 0.812 3.668 0.987
H 0.650 5.079 -0.032
C 0.880 -2.872 2.938
C -0.266 -2.181 3.788
O -0.096 -1.129 4.347
C -1.621 -2.950 3.919
H 1.703 -3.430 3.385
H 1.338 -2.102 2.316
H 0.392 -3.519 2.209
H -2.309 -2.311 4.474
H -1.544 -3.880 4.482
H -2.026 -3.006 2.908
C 0.540 -2.750 -3.947
C -0.765 -2.494 -4.717
O -0.710 -2.061 -5.848
C -2.017 -3.042 -4.207
H 0.613 -2.369 -2.928
H 1.321 -2.212 -4.484
H 0.594 -3.826 -4.111
H -1.963 -3.553 -3.246
H -2.314 -3.748 -4.983
H -2.787 -2.271 -4.179
C -0.102 0.186 1.077
C 0.490 -0.655 0.013
O -0.011 -1.808 -0.216
C 1.673 -0.065 -0.787
H -0.885 -0.399 1.560
H -0.493 1.155 0.768
H 0.797 0.208 1.694
H 1.696 0.963 -0.426
H 1.389 -0.100 -1.839
H 2.637 -0.509 -0.540
*
```


Entry 6:
This record from OMol25 describes a 6-piece molecular cluster, C21H42O9 overall. The level of theory is ωB97M-V/def2-TZVPD.

* energy above the lowest of the compared OMol25 structures with the same formula, charge and spin: 157.9 kcal/mol
* calculated total energy: -1502.2153 Ha
* orbital gap: 0.359 Eh
* LUMO level: 0.0129 Ha
* HOMO: -9.40 eV

```
! wB97M-V def2-TZVPD RIJCOSX def2/J DEFGRID3
* xyz 0 1
C -1.289 -0.274 4.033
C 0.129 0.382 3.887
O -0.181 1.534 3.140
C 0.839 2.336 2.714
C 0.323 3.487 1.958
O 2.037 2.251 2.806
H -0.782 -1.210 4.634
H -1.896 -0.689 3.242
H -2.180 0.201 4.660
H 0.463 0.475 4.871
H 0.738 -0.259 3.114
H 1.122 4.228 1.572
H -0.212 4.285 2.706
H -0.537 3.298 1.192
C -2.868 -3.439 1.538
C -3.835 -2.340 1.140
O -3.370 -0.995 1.278
C -4.286 0.004 1.169
C -3.718 1.373 1.517
O -5.472 -0.062 0.774
H -1.865 -3.000 1.133
H -3.045 -4.369 1.048
H -2.555 -3.667 2.630
H -4.173 -2.289 0.125
H -4.624 -2.447 1.829
H -4.309 2.285 1.714
H -3.083 1.701 0.688
H -3.264 1.426 2.445
C 5.232 0.668 -0.792
C 4.937 -0.811 -0.536
O 4.244 -1.269 -1.685
C 3.844 -2.491 -1.671
C 3.085 -2.844 -2.975
O 3.987 -3.288 -0.874
H 5.696 0.846 0.122
H 4.255 1.010 -1.067
H 5.981 0.895 -1.616
H 5.902 -1.264 -0.150
H 4.309 -0.811 0.485
H 2.070 -2.966 -2.625
H 3.538 -3.773 -3.241
H 3.344 -2.180 -3.792
C -1.518 5.027 -1.519
C -0.069 5.678 -1.478
C 0.864 5.446 -2.709
O 0.445 6.458 -0.488
H -1.326 4.182 -2.071
H -2.276 5.567 -1.959
H -1.547 4.995 -0.455
H 0.594 4.553 -3.022
H 1.977 5.590 -2.289
H 0.716 6.209 -3.446
C 1.451 0.953 -0.827
C -0.092 0.801 -0.912
C -0.695 -0.190 0.083
O -0.744 1.692 -1.451
H 1.722 1.914 -1.463
H 2.093 0.208 -1.193
H 1.613 1.181 0.227
H -1.068 0.446 0.936
H -0.045 -0.954 0.352
H -1.762 -0.471 -0.191
C 0.249 -4.688 -1.116
C -0.900 -3.911 -1.956
C -1.821 -4.751 -2.726
O -1.165 -2.649 -1.783
H -0.494 -4.928 -0.219
H 0.752 -3.969 -0.697
H 0.690 -5.379 -1.725
H -2.477 -5.415 -2.204
H -1.393 -5.535 -3.322
H -2.303 -4.021 -3.525
*
```